(1)
This record from OMol25 describes a 40-piece molecular cluster, H80O40 overall. The level of theory is the ωB97M-V functional and the def2-TZVPD basis.

Cartesian coordinates (Å):
H1 -2.6866 1.0118 2.5437
H2 -2.1576 -0.4286 2.7862
O1 -1.9704 0.5095 2.9008
H3 3.6255 -1.3140 3.0884
H4 4.7265 -1.9107 3.7139
O2 3.8414 -2.1848 3.4596
H5 -2.7001 -3.6539 4.4363
H6 -2.4374 -2.3401 5.0728
O3 -2.2564 -2.8038 4.2662
H7 -4.6442 2.9702 -0.1920
H8 -5.0988 3.8175 -1.4080
O4 -4.3452 3.6314 -0.8169
H9 -0.2638 -0.8313 -5.0555
H10 0.3658 0.6356 -5.4732
O5 0.2079 -0.2934 -5.6756
H11 -2.6538 0.3922 -5.3799
O6 -3.3005 0.2590 -4.6208
H12 -2.7734 0.8839 -3.1867
O7 -2.4926 1.4001 -2.4092
H13 4.0347 3.6701 1.2891
H14 2.8839 3.9325 1.9999
O8 3.1822 3.2573 1.3358
H15 -2.2900 1.1280 -0.4684
H16 -3.2345 0.4541 0.5238
O9 -3.1977 1.1669 -0.0919
H17 -1.6201 -0.9962 -2.3675
H18 -2.5889 -2.4243 -2.3390
O10 -2.3171 -1.5694 -2.6535
H19 4.9703 -4.0884 1.4752
H20 4.7055 -3.6159 -0.1557
O11 4.4925 -3.6291 0.7718
H21 -3.6711 -1.1468 1.3260
O12 -2.7668 -1.4333 1.4939
H22 -2.2039 5.8014 -0.2432
H23 -3.0372 4.7729 0.3238
O13 -2.6491 5.5804 0.5908
H24 0.8009 1.5599 -0.4905
H25 0.0510 1.7565 -1.9391
O14 0.8415 1.8739 -1.4405
H26 5.6696 0.6145 3.3619
H27 5.1468 0.0959 2.0018
O15 5.7489 -0.1183 2.7287
H28 2.4524 1.8057 5.1512
H29 3.0266 1.7412 3.7139
O16 3.0959 2.1991 4.5635
H30 1.7002 4.1488 -2.5299
H31 0.9887 3.5118 -1.4089
O17 0.9392 4.2958 -1.9571
H32 -3.1122 3.2230 2.0636
H33 -3.3343 4.1094 3.3555
O18 -3.6068 3.3254 2.9173
H34 -0.1519 3.9529 2.5633
O19 -0.6634 3.1689 2.4317
H35 2.8133 -5.1460 1.1689
H36 2.2815 -4.9335 2.5105
O20 1.9675 -5.2465 1.6752
H37 2.7761 -3.3593 0.5149
O21 1.9470 -3.1282 0.0905
H38 -0.0749 -3.3824 -1.1266
H39 1.3060 -3.8233 -1.3733
O22 0.6184 -3.3282 -1.8068
H40 -6.1344 1.4057 0.5157
H41 -6.4077 1.0899 -0.8610
O23 -6.7100 0.7611 -0.0282
H42 3.6005 5.0938 -1.3935
H43 2.3535 4.8634 -1.0270
O24 3.1785 5.0056 -0.4966
H44 2.3503 1.5054 -2.0385
H45 2.2815 0.8116 -3.4794
O25 2.7340 0.7430 -2.6394
H46 0.1575 -1.7044 -0.2904
H47 -0.7045 -1.6225 0.8315
O26 -0.3085 -1.0112 0.2190
H48 -0.5171 -4.1733 4.7940
H49 0.8510 -3.6676 4.2617
O27 0.1990 -4.3699 4.1876
H50 3.5024 -0.8493 -2.9406
H51 3.8846 -2.1924 -3.5344
O28 4.2412 -1.4424 -3.0915
H52 -0.3120 -5.2634 1.2332
H53 -0.0630 -5.9181 -0.0314
O29 -0.8374 -5.4719 0.4724
H54 0.4785 3.3390 -5.2066
H55 0.0823 3.1443 -3.7430
O30 0.5170 2.6648 -4.4704
H56 -1.3020 5.0899 -1.7963
H57 -2.7429 4.6309 -1.7042
O31 -2.0718 4.9075 -2.3805
H58 1.3475 -1.6625 -4.1993
O32 0.8394 -1.4223 -3.4340
H59 1.5769 1.3130 1.6804
H60 -0.0062 0.7642 1.6406
O33 0.6740 1.3513 1.2352
H61 -0.9212 2.9221 1.5634
H62 -2.8578 -0.4554 -4.1520
H63 2.1239 -2.1587 0.2557
H64 -3.0508 2.2047 -2.5502
H65 -2.7532 -2.1369 2.3013
H66 0.6521 -2.3861 -3.1527
O34 1.0887 -1.6141 4.8067
H67 1.8394 -1.5008 5.3664
H68 0.8338 -0.8066 4.3933
O35 2.6638 -0.2727 -0.0591
H69 3.5321 -0.6579 -0.3088
H70 2.4641 0.1049 -0.9156
O36 5.0763 2.6128 -0.5412
H71 4.5735 2.1361 -1.2280
H72 4.5737 3.0186 0.1477
O37 -1.1565 -4.6886 -3.4191
H73 -0.9162 -4.0693 -2.7197
H74 -0.6196 -5.4127 -3.1392
O38 -3.3008 -5.4912 -1.0389
H75 -4.1165 -4.9649 -0.8529
H76 -2.9803 -5.5301 -0.1446
O39 0.4529 0.9262 3.8604
H77 -0.4880 0.8091 3.6967
H78 0.8137 1.8382 4.1831
O40 -5.0907 -0.4484 -1.8203
H79 -4.4508 -0.0037 -2.3622
H80 -5.6245 -1.2157 -2.0556

Forces on atoms 1 to 3 (eV/Å):
-0.692 0.550 -0.096
-0.265 0.325 -0.431
1.310 -0.051 1.085

Output
orbital gap	10.046	eV
calculated total energy	-83195.2471	eV
HOMO level	-10.4	eV

---

(2)
This record from OMol25 describes a 40-piece molecular cluster, H80O40 overall. The level of theory is the ωB97M-V functional and the def2-TZVPD basis.

Cartesian coordinates (Å):
H1 0.0955 2.3897 -3.8737
H2 1.3510 1.5613 -3.4521
O1 0.3899 1.4835 -3.5455
H3 -0.2334 -4.9422 4.2259
H4 0.5896 -5.6992 3.0734
O2 0.6127 -4.8845 3.6874
H5 2.8352 -0.6529 -1.9543
H6 1.9349 -0.2427 -3.1421
O3 2.2828 -1.0183 -2.6698
H7 -1.1407 4.4461 -4.3990
H8 -0.1483 5.1024 -3.5954
O4 -0.3678 4.9853 -4.5018
H9 -2.4479 1.8042 3.5593
H10 -1.6703 3.1052 3.3723
O5 -2.1287 2.4382 2.8313
H11 -3.5428 4.3652 -0.0607
O6 -4.0650 3.8846 0.6400
H12 -2.5578 6.3593 -0.8346
O7 -1.7838 6.0498 -1.2997
H13 2.1618 0.4436 0.1632
H14 1.8421 0.3122 -1.4178
O8 1.5024 0.3967 -0.5098
H15 -0.1306 -2.5485 2.9961
H16 -1.2828 -3.5043 2.8335
O9 -0.7049 -3.0125 3.5167
H17 0.9781 3.7643 1.5872
H18 2.2425 4.3663 0.9957
O10 1.2899 4.3491 0.7881
H19 1.9432 -3.6785 2.6870
H20 1.9017 -2.8606 3.8634
O11 2.5864 -3.0483 3.2057
H21 -1.2143 -0.7464 5.5945
O12 -1.9070 -0.3815 4.8933
H22 0.3031 -1.3238 3.4221
H23 1.1215 -0.9491 1.9633
O13 0.4738 -0.7775 2.6299
H24 -0.0046 -5.4230 0.7734
H25 0.0731 -6.7902 1.2031
O14 -0.2013 -5.9284 1.5874
H26 3.4006 2.1379 -3.5708
H27 4.2366 1.1174 -4.4762
O15 3.6969 1.2008 -3.6994
H28 2.4024 2.2446 -0.3126
H29 3.8792 2.5060 -0.3986
O16 3.2459 1.8571 -0.0006
H30 5.1530 -0.6331 1.9848
H31 4.2108 -0.8185 0.9688
O17 4.4818 -0.0446 1.5028
H32 0.0078 2.6641 5.2939
H33 -1.6135 2.8880 5.6417
O18 -0.8165 3.1278 5.0929
H34 0.3857 -0.6568 -4.9595
O19 -0.3215 -1.2510 -4.9168
H35 4.4764 -2.3243 -4.4515
H36 3.7150 -1.0051 -4.6172
O20 4.2516 -1.6646 -5.1003
H37 0.8074 0.3872 5.4752
O21 0.1711 0.4545 6.1604
H38 2.2315 3.9147 -4.1338
H39 1.8622 3.7664 -5.5458
O22 2.2707 3.1902 -4.8030
H40 3.9239 3.2393 4.2280
H41 2.3882 2.9073 4.0382
O23 3.0503 3.5819 4.0051
H42 3.8598 -0.8290 5.4451
H43 3.9263 -0.5663 3.9567
O24 3.5076 -0.1447 4.8338
H44 -3.7081 -2.7459 0.9730
H45 -4.1938 -2.6685 -0.5228
O25 -4.0300 -3.2939 0.2028
H46 -1.5930 -2.9778 -3.9569
H47 -1.2982 -3.2477 -5.2930
O26 -2.1366 -3.3375 -4.7555
H48 -1.0947 1.8280 0.6673
H49 -0.5022 1.7429 -0.6112
O27 -1.3513 1.9788 -0.2476
H50 0.3643 -2.1358 -2.5921
H51 0.0280 -2.7012 -3.9703
O28 -0.0344 -2.8794 -3.0064
H52 -4.5286 -1.3145 -3.0887
H53 -4.0067 -0.9811 -4.6541
O29 -4.6687 -1.0746 -4.0222
H54 -1.9855 -4.6187 -0.5642
H55 -0.6282 -3.6917 -1.0622
O30 -0.9464 -4.5927 -0.5611
H56 4.3430 -4.1231 1.0451
H57 5.5502 -3.5633 1.8510
O31 4.8992 -3.3593 1.1887
H58 -3.9864 0.5791 -1.7478
O32 -4.1353 1.5459 -1.8091
H59 0.6074 -1.6304 -0.3957
H60 -0.3141 -2.4060 0.7183
O33 0.5624 -2.3241 0.2587
H61 -1.0454 -0.6774 -4.6182
H62 -3.4801 3.4521 1.2099
H63 -0.5177 1.0864 6.0539
H64 -1.2015 5.5663 -0.5931
H65 -2.5977 -1.1781 4.9677
H66 -3.9605 2.1192 -1.0342
O34 -5.7163 -0.9331 3.3219
H67 -5.2599 -0.1101 3.0962
H68 -6.1326 -1.4475 2.5993
O35 2.5266 -4.2338 -0.9522
H69 2.9555 -3.4700 -0.5111
H70 1.5929 -4.0626 -0.6874
O36 1.8522 1.4540 2.7516
H71 1.6639 0.5084 2.6756
H72 2.7618 1.2337 2.4588
O37 -2.3803 -0.7229 -0.7016
H73 -3.0042 -0.3595 -0.0081
H74 -1.5932 -0.1817 -0.7281
O38 -5.6738 -0.6552 -1.2317
H75 -6.1894 -1.3483 -1.6260
H76 -5.9493 0.2001 -1.6279
O39 -2.9786 3.7689 -4.3196
H77 -2.6403 3.5338 -3.4391
H78 -3.0416 2.8014 -4.6538
O40 1.2498 3.7789 -1.9791
H79 0.6475 4.3610 -1.5990
H80 1.1294 3.0663 -1.3466

Forces on atoms 1 to 3 (eV/Å):
0.944 -1.574 0.557
-0.323 0.597 -0.545
-0.662 0.767 -0.166

Output
charge	+1
multiplicity	2
orbital gap (spin up / spin down)	8.355 / 2.391	eV
calculated total energy	-83183.9409	eV
⟨S²⟩	0.757
HOMO level (spin up / spin down)	-12.4 / -12.4	eV